Computed, not measured: 10 unconnected molecules or ions with the total composition C32H78F12N8O18S4 in a non-equilibrium geometry, with ωB97M-V/def2-TZVPD.

Orbital gap   0.9 eV

Structure (ORCA input):
```
! RIJCOSX wB97M-V def2-TZVPD def2/J DEFGRID3
* xyz 2 1
C -1.417 -1.239 -0.958
F -1.258 -2.205 -1.801
F -1.299 -0.051 -1.590
F -2.636 -1.512 -0.388
S 0.054 -1.465 0.262
O 0.102 -2.921 0.480
O 1.184 -0.901 -0.403
N -0.449 -0.513 1.643
S 0.412 -1.257 2.722
O -0.281 -2.349 3.386
O 1.868 -1.399 2.450
C 0.523 0.044 4.077
F 1.111 1.121 3.659
F -0.673 0.286 4.674
F 1.197 -0.542 5.156
C -5.224 3.025 13.425
F -6.010 3.851 12.680
F -5.085 3.596 14.599
F -5.727 1.815 13.597
S -3.556 2.677 12.398
O -3.932 2.830 11.004
O -2.631 3.749 12.801
N -2.908 1.138 12.968
S -2.329 0.651 11.630
O -3.339 0.076 10.739
O -1.368 1.517 11.002
C -1.328 -0.973 12.238
F -0.194 -0.630 12.834
F -2.015 -1.818 13.009
F -0.950 -1.650 11.167
C -4.934 2.847 2.921
C -4.434 4.005 2.000
C -5.050 5.386 2.424
O -6.480 5.524 2.291
C -6.705 5.986 0.975
N -2.924 4.039 1.859
H -2.465 3.140 1.846
H -2.674 4.585 1.047
H -2.487 4.509 2.639
H -4.483 1.857 2.861
H -5.961 2.604 2.651
H -4.908 3.004 3.999
H -4.773 3.783 0.988
H -4.673 6.250 1.878
H -4.760 5.598 3.453
H -7.789 6.048 0.885
H -6.296 5.313 0.222
H -6.414 7.026 0.825
C 6.272 7.867 -3.090
C 6.629 7.114 -1.771
C 5.568 5.984 -1.489
O 5.828 5.161 -0.315
C 4.861 4.180 -0.092
N 8.120 6.700 -1.826
H 8.714 7.453 -1.511
H 8.257 5.949 -1.165
H 8.399 6.353 -2.732
H 6.087 7.352 -4.033
H 7.034 8.587 -3.390
H 5.387 8.501 -3.024
H 6.739 7.690 -0.852
H 5.274 5.468 -2.403
H 4.674 6.556 -1.242
H 3.880 4.644 0.017
H 5.117 3.465 0.689
H 4.637 3.525 -0.934
C -3.969 2.243 -7.865
C -5.294 1.575 -7.425
C -5.350 0.013 -7.522
O -4.983 -0.687 -6.357
C -5.235 -2.073 -6.379
N -5.587 2.136 -6.036
H -4.985 2.850 -5.653
H -6.468 2.627 -5.973
H -5.456 1.486 -5.275
H -3.555 1.729 -8.733
H -3.180 2.035 -7.142
H -4.030 3.312 -8.071
H -6.038 1.995 -8.102
H -4.926 -0.390 -8.443
H -6.374 -0.236 -7.804
H -4.727 -2.385 -7.291
H -6.318 -2.168 -6.456
H -4.918 -2.572 -5.463
C 2.986 2.750 -6.462
C 3.782 1.529 -6.457
C 3.014 0.166 -6.595
O 3.852 -0.963 -7.034
C 3.361 -2.225 -6.651
N 4.666 1.604 -7.735
H 3.973 1.789 -8.446
H 5.333 2.359 -7.806
H 4.883 0.666 -8.039
H 2.029 2.602 -6.964
H 3.416 3.642 -6.918
H 2.622 2.944 -5.453
H 4.442 1.560 -5.590
H 2.147 0.213 -7.253
H 2.621 -0.096 -5.613
H 4.023 -2.961 -7.106
H 2.321 -2.411 -6.921
H 3.299 -2.396 -5.576
C 8.418 -1.192 -3.330
C 7.759 -1.459 -1.931
C 6.527 -2.274 -1.951
O 6.793 -3.675 -1.918
C 5.766 -4.520 -1.503
N 8.845 -1.962 -0.926
H 9.381 -1.184 -0.570
H 8.329 -2.362 -0.156
H 9.450 -2.577 -1.452
H 7.729 -0.720 -4.032
H 8.729 -2.159 -3.725
H 9.295 -0.547 -3.272
H 7.517 -0.522 -1.430
H 5.869 -2.046 -2.789
H 5.887 -2.056 -1.096
H 5.672 -4.302 -0.440
H 5.974 -5.581 -1.639
H 4.830 -4.393 -2.048
C -6.165 -5.561 2.603
C -7.621 -4.919 2.492
C -7.801 -4.001 1.273
O -9.047 -3.376 1.345
C -9.539 -2.852 0.093
N -8.533 -6.213 2.259
H -9.367 -5.917 1.772
H -7.988 -6.851 1.696
H -8.792 -6.728 3.088
H -5.464 -4.898 3.110
H -5.797 -5.681 1.584
H -6.110 -6.525 3.110
H -8.009 -4.471 3.407
H -7.792 -4.475 0.292
H -6.995 -3.269 1.338
H -8.836 -2.310 -0.539
H -10.493 -2.329 0.147
H -9.950 -3.659 -0.513
C 1.448 -9.107 0.166
C 2.622 -10.044 0.418
O 2.773 -10.972 -0.405
O 3.230 -9.814 1.510
H 1.067 -9.107 -0.856
H 1.809 -8.096 0.354
H 0.583 -9.282 0.805
C 6.982 -3.468 5.511
C 7.879 -4.442 4.756
O 8.311 -4.101 3.721
O 7.940 -5.616 5.164
H 7.410 -2.469 5.436
H 6.994 -3.727 6.570
H 5.996 -3.462 5.048
*
```


Computed, not measured: a molecular structure, C32H80F2NO20PdS2 in a non-equilibrium geometry, with ωB97M-V/def2-TZVPD.

Orbital gap (spin up / spin down)   8.6 / 5.2 eV

Structure (ORCA input):
```
! RIJCOSX wB97M-V def2-TZVPD def2/J DEFGRID3
* xyz 1 3
Pd -2.629 2.564 -0.030
N -2.222 0.709 -1.129
S -0.934 -0.259 -0.837
O -0.538 -0.872 -2.029
O -1.009 -0.898 0.383
F 0.000 0.898 -0.606
S -3.495 0.070 -1.829
O -3.237 -0.574 -3.038
O -4.567 1.013 -1.823
F -3.930 -1.168 -0.865
C -0.119 -3.925 -0.105
O 1.203 -3.447 -0.109
C 1.642 -3.216 -1.461
C 2.975 -2.600 -1.399
O 3.290 -2.098 -2.681
C 4.505 -1.462 -2.846
H -0.480 -4.298 -1.062
H -0.794 -3.123 0.210
H -0.343 -4.749 0.590
H 1.026 -2.487 -1.983
H 1.608 -4.183 -1.983
H 3.809 -3.227 -1.102
H 2.871 -1.745 -0.717
H 5.213 -2.262 -3.167
H 4.854 -0.782 -2.017
H 4.468 -0.714 -3.628
C -0.463 3.725 -2.157
O -1.777 3.902 -1.687
C -2.686 3.940 -2.796
C -3.990 4.409 -2.206
O -4.284 3.536 -1.077
C -5.496 3.835 -0.491
H -0.551 3.074 -3.012
H 0.039 3.146 -1.351
H -0.038 4.644 -2.449
H -2.889 2.862 -3.207
H -2.296 4.631 -3.493
H -4.808 4.352 -2.944
H -3.869 5.452 -1.829
H -6.205 3.848 -1.304
H -5.464 4.759 0.145
H -5.791 3.083 0.167
C -3.108 0.430 2.298
O -3.421 1.887 1.881
C -2.910 2.723 2.945
C -3.042 4.155 2.697
O -2.431 4.394 1.396
C -2.036 5.741 1.119
H -3.501 0.398 3.344
H -2.046 0.270 2.365
H -3.742 -0.266 1.724
H -1.867 2.485 3.134
H -3.500 2.428 3.803
H -2.499 4.678 3.442
H -4.061 4.491 2.836
H -1.172 6.025 1.806
H -2.901 6.442 1.218
H -1.573 5.745 0.150
C 1.419 -6.340 1.791
O 1.171 -5.473 2.835
C 2.179 -4.632 3.146
C 1.688 -3.638 4.198
O 1.175 -2.399 3.700
C 2.214 -1.579 3.333
H 1.525 -5.765 0.853
H 0.598 -7.027 1.717
H 2.281 -6.915 1.920
H 2.520 -4.044 2.300
H 3.020 -5.199 3.520
H 2.408 -3.389 4.974
H 0.899 -4.151 4.815
H 2.903 -1.453 4.166
H 1.750 -0.607 2.997
H 2.672 -1.897 2.434
C 3.023 5.627 0.843
O 3.096 4.531 -0.037
C 3.330 4.918 -1.409
C 3.606 3.690 -2.234
O 2.338 3.016 -2.299
C 2.604 1.629 -2.800
H 3.348 6.576 0.430
H 3.622 5.321 1.667
H 1.972 5.887 1.098
H 4.171 5.587 -1.351
H 2.493 5.550 -1.711
H 4.317 3.070 -1.686
H 3.880 3.925 -3.247
H 2.873 1.491 -3.807
H 1.683 1.092 -2.576
H 3.471 1.247 -2.169
C -2.401 7.503 -4.707
O -2.011 6.213 -5.286
C -1.259 6.386 -6.442
C -1.116 4.991 -7.044
O -2.334 4.684 -7.564
C -2.469 3.335 -8.102
H -1.522 8.055 -4.347
H -3.094 7.223 -3.864
H -2.889 8.124 -5.420
H -0.295 6.817 -6.122
H -1.841 7.068 -7.073
H -0.913 4.321 -6.217
H -0.327 4.941 -7.785
H -1.715 3.102 -8.849
H -3.459 3.287 -8.568
H -2.370 2.619 -7.298
C 5.531 -4.144 0.883
O 5.740 -4.378 2.247
C 6.118 -5.680 2.646
C 6.332 -5.714 4.197
O 5.088 -5.563 4.781
C 5.158 -5.384 6.181
H 4.570 -4.652 0.569
H 6.443 -4.523 0.259
H 5.375 -3.087 0.796
H 7.123 -5.994 2.195
H 5.340 -6.430 2.339
H 7.099 -4.979 4.463
H 6.813 -6.723 4.381
H 5.433 -6.303 6.725
H 4.204 -5.032 6.482
H 5.824 -4.566 6.408
C -5.201 -2.918 2.862
O -3.916 -2.796 2.294
C -2.929 -3.569 2.970
C -2.950 -5.126 2.931
O -4.188 -5.733 3.425
C -3.876 -7.095 3.684
H -5.211 -3.142 3.879
H -5.709 -3.819 2.410
H -5.860 -2.081 2.657
H -2.883 -3.379 4.058
H -1.980 -3.414 2.443
H -2.137 -5.482 3.550
H -2.906 -5.531 1.909
H -3.063 -7.234 4.468
H -3.672 -7.725 2.828
H -4.734 -7.506 4.155
*
```


Computed, not measured: a molecular structure, C32H80F6NO36S12V in a non-equilibrium geometry, with ωB97M-V/def2-TZVPD.

Orbital gap   8.5 eV

Structure (ORCA input):
```
! RIJCOSX wB97M-V def2-TZVPD def2/J DEFGRID3
* xyz 0 1
O -22.408 5.610 -8.290
V -22.515 4.061 -7.921
O -21.963 3.987 -6.398
C -19.178 5.159 -10.077
F -17.940 4.756 -9.778
F -19.645 5.885 -9.070
F -19.069 5.918 -11.172
S -20.363 3.729 -10.514
O -21.495 4.295 -11.207
O -19.578 2.742 -11.259
N -20.781 3.193 -8.848
S -19.787 1.995 -8.570
O -18.355 2.196 -8.961
O -19.957 1.527 -7.184
C -20.492 0.469 -9.595
F -21.061 -0.406 -8.771
F -21.396 0.933 -10.414
F -19.470 -0.148 -10.271
O -23.769 3.701 -9.728
S -24.546 3.273 -10.937
O -24.052 2.174 -11.813
O -26.086 2.958 -10.370
C -26.883 2.152 -11.153
C -28.404 2.357 -11.173
C -24.943 4.793 -11.979
H -26.875 1.125 -10.789
H -26.478 2.107 -12.164
H -28.941 1.568 -11.699
H -28.532 3.349 -11.607
H -28.839 2.447 -10.178
H -24.042 5.406 -12.021
H -25.664 5.294 -11.333
H -25.375 4.467 -12.925
O -14.879 8.985 -9.798
S -15.595 7.656 -9.825
O -16.628 7.396 -10.818
O -14.422 6.461 -10.000
C -14.784 5.188 -10.423
C -13.490 4.435 -10.755
C -16.158 7.069 -8.211
H -15.381 5.225 -11.335
H -15.194 4.589 -9.610
H -12.632 4.582 -10.098
H -12.996 4.668 -11.698
H -13.605 3.355 -10.851
H -15.930 6.015 -8.050
H -17.225 7.292 -8.216
H -15.603 7.806 -7.630
O -16.165 8.645 -13.651
S -15.527 7.498 -14.278
O -15.113 7.490 -15.637
O -14.194 7.162 -13.292
C -13.010 6.652 -13.913
C -12.349 7.894 -14.523
C -16.524 5.872 -14.033
H -13.302 5.853 -14.594
H -12.306 6.224 -13.199
H -12.927 8.451 -15.260
H -11.448 7.629 -15.076
H -11.993 8.629 -13.801
H -17.224 5.847 -14.868
H -16.971 5.842 -13.039
H -15.863 5.027 -14.227
O -15.120 5.420 -5.239
S -16.078 4.337 -5.390
O -16.444 3.498 -4.233
O -17.435 4.880 -6.307
C -18.727 4.424 -5.879
C -19.117 5.310 -4.664
C -15.324 3.287 -6.606
H -18.786 3.352 -5.690
H -19.486 4.576 -6.646
H -18.874 6.344 -4.909
H -18.559 5.080 -3.757
H -20.186 5.358 -4.457
H -14.910 3.843 -7.447
H -16.065 2.566 -6.950
H -14.631 2.632 -6.078
O -24.149 -4.321 -3.724
S -22.669 -4.152 -3.575
O -21.785 -5.254 -3.715
O -22.068 -2.850 -4.396
C -20.633 -2.793 -4.501
C -20.213 -1.371 -4.834
C -22.210 -3.641 -1.848
H -20.287 -3.459 -5.291
H -20.139 -3.103 -3.580
H -19.154 -1.424 -5.088
H -20.295 -0.670 -4.003
H -20.720 -0.974 -5.714
H -21.200 -3.260 -2.002
H -22.155 -4.572 -1.284
H -22.939 -2.869 -1.600
O -17.805 3.025 -15.028
S -18.601 1.941 -15.645
O -18.728 0.588 -15.098
O -20.141 2.565 -15.977
C -20.365 3.991 -15.825
C -20.343 4.283 -14.260
C -17.977 1.745 -17.363
H -21.284 4.246 -16.354
H -19.510 4.474 -16.297
H -20.640 5.327 -14.156
H -19.418 3.985 -13.766
H -21.129 3.798 -13.681
H -18.675 1.116 -17.916
H -17.034 1.202 -17.418
H -17.937 2.689 -17.906
O -23.360 2.056 -7.471
S -24.250 0.912 -7.700
O -24.251 0.377 -9.069
O -23.836 -0.273 -6.620
C -24.473 -1.517 -6.745
C -23.792 -2.451 -7.806
C -25.985 1.268 -7.015
H -25.551 -1.435 -6.879
H -24.351 -1.995 -5.773
H -24.222 -3.451 -7.850
H -22.749 -2.502 -7.493
H -23.859 -2.030 -8.809
H -25.858 1.501 -5.958
H -26.685 0.455 -7.206
H -26.280 2.177 -7.538
O -15.397 -2.152 -11.228
S -16.164 -3.178 -11.939
O -15.959 -3.421 -13.377
O -15.958 -4.583 -11.039
C -16.458 -5.743 -11.650
C -15.330 -6.801 -11.566
C -17.897 -2.925 -11.566
H -16.724 -5.565 -12.691
H -17.378 -6.038 -11.146
H -15.238 -7.331 -10.618
H -14.359 -6.376 -11.816
H -15.476 -7.683 -12.190
H -18.111 -1.918 -11.925
H -18.059 -3.013 -10.492
H -18.549 -3.600 -12.121
O -18.163 12.305 -8.983
S -18.044 10.948 -9.485
O -17.505 9.904 -8.612
O -19.467 10.439 -10.075
C -19.515 9.113 -10.626
C -20.396 9.206 -11.874
C -17.006 10.896 -11.062
H -19.988 8.559 -9.815
H -18.649 8.575 -11.013
H -21.435 9.401 -11.606
H -20.409 8.228 -12.356
H -20.019 9.946 -12.580
H -16.011 11.233 -10.771
H -17.510 11.709 -11.585
H -16.885 9.911 -11.513
O -25.302 -2.763 -14.062
S -24.526 -2.131 -13.030
O -24.135 -2.834 -11.797
O -23.153 -1.474 -13.681
C -22.164 -0.931 -12.819
C -21.389 0.079 -13.607
C -25.350 -0.546 -12.631
H -21.450 -1.695 -12.512
H -22.521 -0.493 -11.887
H -21.346 -0.206 -14.659
H -20.349 -0.010 -13.295
H -21.661 1.105 -13.359
H -26.385 -0.762 -12.897
H -24.990 0.289 -13.232
H -25.279 -0.414 -11.551
*
```